An isolated molecule of C5H11NO2. Source: OMol25; level of theory: ωB97M-V with the def2-TZVPD basis set.

Results
SMILES: [H]/N=C(/C)CC(C)(O)O
HOMO-LUMO gap: 10.2 eV
Energy above the lowest of the compared OMol25 structures with the same formula, charge and spin: 20.0 kcal/mol

Geometry as ORCA input:
```
! wB97M-V def2-TZVPD RIJCOSX def2/J DEFGRID3
* xyz 0 1
H -0.97580 0.77985 -2.76593
N -0.35054 1.39253 -2.24621
C 0.23058 0.86987 -1.26261
C 1.14312 1.73293 -0.45139
C 0.09975 -0.58251 -0.85123
C -0.57827 -0.78744 0.52551
C 0.43138 -0.86873 1.67192
O -1.48134 0.27624 0.69910
O -1.27646 -2.00979 0.55411
H 0.66324 1.96093 0.49818
H 2.08852 1.23078 -0.25896
H 1.31809 2.66384 -0.98212
H -0.50195 -1.10269 -1.60327
H 1.08584 -1.04843 -0.82831
H 1.02038 0.03962 1.73105
H -0.10320 -1.01501 2.60847
H 1.08335 -1.72251 1.51485
H -1.91775 0.17846 1.55400
H -1.97894 -1.98792 -0.10717
*
```

C25H23Cl5NO2V as an isolated structure. Source: OMol25; level of theory: ωB97M-V with the def2-TZVPD basis set.

Results
HOMO-LUMO gap: 4.6 eV
Energy above the lowest of the compared OMol25 structures with the same formula, charge and spin: 34.5 kcal/mol

Geometry as ORCA input:
```
! wB97M-V def2-TZVPD RIJCOSX def2/J DEFGRID3
* xyz 2 1
V 0.79660 -0.09894 0.33056
Cl -2.03015 1.84029 1.74149
C -2.20074 0.76584 0.42819
C -1.10348 0.03484 -0.03948
C -1.30389 -0.90038 -1.04156
Cl 0.12604 -1.87312 -1.32349
C -2.50166 -1.11606 -1.67565
Cl -2.64716 -2.29791 -2.89444
C -3.58472 -0.32623 -1.25045
Cl -5.08545 -0.51865 -2.00344
C -3.43932 0.59717 -0.19504
Cl -4.77941 1.50509 0.32467
C 0.37053 5.53024 -1.01117
N -0.12200 4.27604 -0.46279
C -0.90369 3.52863 -1.42832
C 0.83333 3.48301 0.27832
C 1.78339 2.64790 -0.56629
C 2.77221 3.21845 -1.35310
C 3.60378 2.43558 -2.15083
C 3.49029 1.04968 -2.17607
C 2.52455 0.44241 -1.39368
C 1.67828 1.25209 -0.61471
H -0.47992 6.16459 -1.25922
H 0.95792 5.40591 -1.93260
H 0.97449 6.05177 -0.26948
H -1.73408 4.14468 -1.77111
H -1.31671 2.63285 -0.96069
H -0.32590 3.22623 -2.31656
H 0.28242 2.81022 0.93897
H 1.42200 4.15079 0.91012
H 2.91487 4.29008 -1.33307
H 4.36310 2.91433 -2.75544
H 4.14271 0.45135 -2.79647
H 2.47074 -0.64580 -1.40591
C 4.43487 -4.20922 -0.87253
C 3.62996 -3.30751 0.00675
C 4.14237 -2.06963 0.40577
C 3.45698 -1.23128 1.26364
C 4.10029 0.02671 1.77145
C 2.17009 -1.66248 1.70288
C 1.64312 -2.94183 1.35497
C 0.33982 -3.41829 1.92680
C 2.37594 -3.71523 0.47946
C 1.46107 -0.89845 2.74745
O 1.10904 -0.99975 3.84113
O 0.96653 0.33960 1.92764
H 5.09960 -3.64709 -1.52585
H 3.80252 -4.86216 -1.47100
H 5.06129 -4.84970 -0.24536
H 5.12523 -1.76908 0.06108
H 4.60949 0.55114 0.96277
H 4.85678 -0.23948 2.51277
H 3.39957 0.71259 2.24426
H -0.44327 -2.65580 1.87516
H 0.46449 -3.67202 2.98155
H -0.01027 -4.30562 1.40512
H 1.98352 -4.67950 0.17899
*
```

A 2-piece molecular cluster, C9H13NO3 overall in a non-equilibrium geometry. Source: OMol25; level of theory: ωB97M-V with the def2-TZVPD basis set.

Results
HOMO-LUMO gap (alpha / beta): 7.2 / 8.0 eV
Energy above the lowest of the compared OMol25 structures with the same formula, charge and spin: 160.2 kcal/mol

Geometry as ORCA input:
```
! wB97M-V def2-TZVPD RIJCOSX def2/J DEFGRID3
* xyz 0 1
C 0.36558 3.26072 -1.02877
C 0.84517 2.25482 -0.48442
C 2.74973 1.37100 0.73250
C 1.45226 1.23114 0.28652
C -1.24749 -0.71509 -0.77149
C -2.73599 -0.36136 -1.04498
C -1.49317 0.91152 1.17769
C 0.61217 -2.15281 1.46785
C 0.58205 0.10030 0.56979
N -0.78470 0.07702 0.24269
O -0.54541 -1.46033 -1.45610
O 2.23024 -2.39549 -1.45472
O 1.10385 -0.92173 1.15266
H -0.17074 4.00623 -1.56161
H 3.17071 0.77689 1.55502
H 3.42625 2.00519 0.19768
H -2.94907 -0.92753 -2.01126
H -2.92102 0.65313 -1.22311
H -3.19526 -0.80000 -0.13889
H -1.62150 2.03777 0.81328
H -2.36213 0.36178 1.32551
H -0.96948 0.99706 2.09153
H 1.48708 -2.56073 -0.83450
H -0.35003 -2.43984 1.02683
H 1.40082 -2.78321 1.64766
H 1.92010 -2.52645 -2.27735
*
```

An isolated molecule of C4Br2N2S2 in a non-equilibrium geometry. Source: OMol25; level of theory: ωB97M-V with the def2-TZVPD basis set.

Results
HOMO-LUMO gap (alpha / beta): 6.1 / 6.1 eV

Geometry as ORCA input:
```
! wB97M-V def2-TZVPD RIJCOSX def2/J DEFGRID3
* xyz 0 1
C 1.69918 2.21158 0.03892
C 0.85491 1.38534 0.55047
C 0.38808 -1.48866 0.01859
C -0.39943 -0.53670 0.71685
N 0.12897 0.62384 1.21943
N -0.21142 -2.62397 -0.25418
S -2.12194 -0.89502 0.96618
S -1.82239 -2.78206 0.18058
Br 1.28611 3.79928 -0.99912
Br 3.61152 1.57138 -0.38447
*
```

C29H35F5N4P2Pt as an isolated structure in a non-equilibrium geometry. Source: OMol25; level of theory: ωB97M-V with the def2-TZVPD basis set.

Results
HOMO-LUMO gap (alpha / beta): 4.4 / 3.5 eV

Geometry as ORCA input:
```
! wB97M-V def2-TZVPD RIJCOSX def2/J DEFGRID3
* xyz 2 5
Pt -0.47398 -0.10617 -0.86787
C -2.11845 -1.89956 -6.81483
C -0.92430 -1.32590 -6.98181
C -0.69914 0.02635 -7.58195
C -1.75049 1.11713 -7.23955
C -2.44762 1.10893 -5.90251
C -3.43823 0.26513 -5.53470
C -4.23230 -0.42453 -6.61458
C -3.39362 -1.43067 -7.45784
C -1.29185 0.67364 0.87732
H -2.22428 -2.86021 -6.30246
H -0.00550 -1.91086 -6.89883
H -0.66056 -0.06655 -8.68241
H 0.30600 0.38844 -7.30749
H -1.23607 2.08864 -7.32027
H -2.49141 1.12620 -8.04761
H -2.32649 2.06147 -5.36389
H -3.83255 0.17848 -4.51240
H -4.63465 0.34262 -7.30718
H -5.11879 -0.94060 -6.21627
H -4.03377 -2.30834 -7.64589
H -3.20289 -0.98236 -8.44337
H -1.49290 -0.17566 1.54045
H -2.20654 1.25345 0.69945
H -0.52632 1.32240 1.31890
P -1.04419 1.74166 -1.95270
P 0.75098 -0.74082 -2.64426
N -2.76636 1.85937 -2.05238
N -0.53434 3.29488 -1.37940
N -0.03413 -2.15167 -3.33706
N 2.40061 -1.21331 -2.54890
C -0.44051 1.56577 -3.63254
C 0.67784 0.54055 -3.92433
C -3.68244 1.06513 -1.34263
C -4.93394 1.64598 -1.43907
C -4.80564 2.80266 -2.27205
C -3.47137 2.90801 -2.64652
C -0.78996 3.77660 -0.08037
C -0.02957 4.91700 0.12179
C 0.69538 5.17291 -1.08699
C 0.35729 4.18413 -1.99710
C -1.14570 -2.78419 -2.77061
C -1.52896 -3.84120 -3.58519
C -0.65718 -3.85681 -4.70752
C 0.24141 -2.80829 -4.53560
C 3.10545 -2.12227 -3.35064
C 4.39108 -2.27947 -2.85054
C 4.50881 -1.41128 -1.71845
C 3.29661 -0.74824 -1.57396
H -0.22911 2.55748 -4.05763
H -1.33309 1.16773 -4.13409
H 0.48896 0.04408 -4.89221
H 1.67120 1.01064 -3.98193
H -3.35769 0.17685 -0.81988
H -5.82454 1.29049 -0.94410
H -5.58693 3.48640 -2.55494
H -2.95572 3.62039 -3.27108
H -1.48473 3.26034 0.56591
H 0.02133 5.48812 1.03464
H 1.40370 5.96586 -1.25750
H 0.66082 4.01909 -3.02079
H -1.53274 -2.46265 -1.80988
H -2.33786 -4.52961 -3.38306
H -0.69972 -4.52012 -5.56392
H 1.04999 -2.49577 -5.17851
H 2.65257 -2.58990 -4.20140
H 5.15150 -2.94300 -3.24306
H 5.37402 -1.29368 -1.08198
H 2.97963 0.01034 -0.87883
F 1.43816 -1.19541 0.96527
C 0.41105 -1.72826 0.20124
F 0.99825 -2.63606 -0.68364
C -0.44639 -2.60778 1.16357
F 0.22312 -3.75196 1.44034
F -0.67472 -1.98344 2.34362
F -1.66408 -2.96638 0.65843
*
```

A 7-piece molecular cluster, C32H64BNO11 overall in a non-equilibrium geometry. Source: OMol25; level of theory: ωB97M-V with the def2-TZVPD basis set.

Results
SMILES: CB(O)NC(=O)OCCCCOC(C)=O.C1CCOC1.C1CCOC1.C1CCOC1.C1CCOC1.C1CCOC1.C1CCOC1
HOMO-LUMO gap: 9.7 eV

Geometry as ORCA input:
```
! wB97M-V def2-TZVPD RIJCOSX def2/J DEFGRID3
* xyz 0 1
C -1.24075 2.92759 -5.07541
B -2.06133 2.05962 -3.93196
O -1.93466 2.48583 -2.49420
N -2.97126 0.87813 -4.21830
C -2.31086 -0.45459 -3.94143
O -1.55525 -1.11405 -4.83921
O -2.53512 -1.11756 -2.61408
C -1.24448 -1.02071 -1.88998
C -1.32206 -1.44491 -0.30622
C -2.03529 -0.33429 0.66345
C -0.98962 0.83671 1.22896
O 0.42226 0.43726 1.18425
C 1.20871 1.20377 0.21368
C 2.85205 1.28968 0.50693
O 0.77545 1.79629 -0.89915
H -1.97209 3.59230 -5.70494
H -0.52101 3.67003 -4.49255
H -0.52421 2.25761 -5.74596
H -1.17833 3.14265 -2.46002
H -3.39134 0.93019 -5.18039
H -0.36966 -1.62994 -2.40400
H -0.93362 0.11380 -1.92618
H -2.01442 -2.41639 -0.26189
H -0.25949 -1.79952 0.03180
H -2.97577 0.19263 0.19318
H -2.43723 -0.92859 1.61346
H -1.23327 1.88008 0.75755
H -1.26429 0.93800 2.38679
H 3.10640 1.57948 1.61181
H 3.38396 0.28326 0.14747
H 3.27325 2.14637 -0.19268
C 7.85453 3.60667 -0.07836
C 8.04189 2.14289 0.22656
C 7.19233 1.96622 1.46619
O 6.11772 2.91149 1.37240
C 6.40855 3.82805 0.30818
H 8.06262 3.86907 -1.11871
H 8.50941 4.20655 0.56477
H 7.63648 1.53850 -0.59345
H 9.08518 1.85551 0.37980
H 7.76084 2.19552 2.37370
H 6.78603 0.95456 1.55525
H 5.73561 3.59697 -0.52476
H 6.21459 4.85181 0.63984
C -3.95511 -5.35773 -2.50199
C -4.05431 -6.47741 -1.49839
C -3.03809 -6.06088 -0.45751
O -3.00146 -4.62708 -0.46209
C -3.71546 -4.15661 -1.61365
H -4.84214 -5.25199 -3.13165
H -3.08839 -5.51935 -3.15391
H -5.05758 -6.49135 -1.05641
H -3.85268 -7.46532 -1.92016
H -2.03621 -6.42156 -0.71347
H -3.29274 -6.41945 0.54400
H -4.66072 -3.72486 -1.26705
H -3.13658 -3.37436 -2.11232
C 0.57378 3.57627 2.92126
C 1.67254 4.52125 2.50840
C 1.41755 5.71414 3.40373
O 0.83828 5.20921 4.61478
C 0.47359 3.83752 4.40819
H 0.78249 2.52970 2.68547
H -0.36381 3.85912 2.42804
H 2.64851 4.08008 2.74276
H 1.65829 4.77486 1.44538
H 0.69744 6.40409 2.95120
H 2.33226 6.26722 3.63584
H 1.18058 3.21603 4.96850
H -0.53229 3.66051 4.79878
C -4.93484 2.51975 4.50446
C -4.09392 2.31766 5.73845
C -2.98103 1.43205 5.22191
O -2.79166 1.76515 3.83977
C -3.88715 2.58777 3.41497
H -5.56683 3.41053 4.54428
H -5.58041 1.64729 4.34828
H -3.68341 3.27910 6.06891
H -4.63956 1.87324 6.57467
H -3.25772 0.37379 5.27572
H -2.04366 1.57579 5.76702
H -3.50967 3.60864 3.29104
H -4.26117 2.23445 2.45011
C -0.67182 -5.13889 2.86382
C -0.48445 -6.60267 3.16874
C -1.33402 -6.77934 4.40836
O -2.40862 -5.83407 4.31458
C -2.11779 -4.91751 3.25036
H -0.46373 -4.87649 1.82347
H -0.01693 -4.53902 3.50695
H -0.88987 -7.20706 2.34872
H 0.55883 -6.89005 3.32198
H -0.76551 -6.55004 5.31588
H -1.74032 -7.79100 4.49743
H -2.79074 -5.14860 2.41742
H -2.31176 -3.89376 3.58201
C 3.15797 -0.35578 -6.39421
C 1.93325 -0.84304 -7.12453
C 0.98896 0.33013 -6.97744
O 1.79968 1.51168 -6.91582
C 3.16737 1.11729 -6.73950
H 4.07762 -0.86824 -6.68763
H 3.02209 -0.48562 -5.31392
H 2.17107 -1.00074 -8.18314
H 1.52328 -1.77357 -6.72384
H 0.41889 0.26699 -6.04449
H 0.28565 0.40929 -7.81144
H 3.69192 1.29989 -7.68371
H 3.62980 1.72845 -5.95953
*
```

A 2-piece molecular cluster, C10H9NOS overall in a non-equilibrium geometry. Source: OMol25; level of theory: ωB97M-V with the def2-TZVPD basis set.

Results
HOMO-LUMO gap (alpha / beta): 8.2 / 8.2 eV
Energy above the lowest of the compared OMol25 structures with the same formula, charge and spin: 108.3 kcal/mol

Geometry as ORCA input:
```
! wB97M-V def2-TZVPD RIJCOSX def2/J DEFGRID3
* xyz 0 1
C 3.13655 -0.21385 1.09125
C -3.08323 0.07138 0.73432
C -2.83840 -1.30024 0.56822
C -2.04798 0.94672 0.77938
C -1.55039 -1.72127 0.39846
C -0.72123 0.54318 0.62351
C -0.49422 -0.79262 0.44157
C 0.44240 1.48226 0.79114
C 2.03999 -0.20400 0.27468
C 3.22026 -0.45845 -1.58125
N 3.97880 -0.05298 1.87687
O 1.58492 1.09498 0.06987
S 1.03248 -1.60863 0.32996
H -4.11037 0.40976 1.03095
H -3.53406 -2.15528 0.64978
H -2.14601 1.96992 0.54872
H -1.19606 -2.67705 0.09887
H 0.23929 2.49896 0.35045
H 0.65450 1.60452 1.97997
H 2.84246 -1.23076 -2.19979
H 4.08882 -0.88510 -1.04661
H 3.27019 0.42153 -2.03730
*
```

A 2-piece molecular cluster, C2H9N2S2 overall in a non-equilibrium geometry. Source: OMol25; level of theory: ωB97M-V with the def2-TZVPD basis set.

Results
HOMO-LUMO gap: 8.0 eV
Energy above the lowest of the compared OMol25 structures with the same formula, charge and spin: 84.8 kcal/mol

Geometry as ORCA input:
```
! wB97M-V def2-TZVPD RIJCOSX def2/J DEFGRID3
* xyz 1 1
C 1.29955 -1.13167 1.35067
S 1.65466 -0.27789 -0.30524
S 1.47832 -0.51611 -2.43234
H 0.54024 -0.50736 2.04241
H 0.85629 -2.10590 0.99109
H 2.13327 -1.49690 1.97415
H 2.74740 -1.01513 -2.25806
N -1.15171 1.67241 0.69878
C -1.84125 0.83967 -0.16479
N -1.21361 0.03360 -0.96386
H -0.22900 1.58095 0.95606
H -1.58739 2.57135 0.63807
H -2.90479 0.86164 -0.10710
H -0.31465 -0.34596 -0.49345
H -1.46733 -0.16271 -1.92638
*
```